(1)
DFT (ωB97M-V/def2-TZVPD) results for C8H7BCl3N2O as an isolated structure at a distorted geometry.

## Properties
E_HOMO: -5.327 eV
Total energy: -51686.0274 eV
Gap between HOMO and LUMO: 8.101 eV
Total charge: -1

Geometry (Å):
Cl 3.9161 -2.1682 0.8366
B 3.2129 -0.4417 0.7048
Cl 3.4919 0.5035 2.3096
Cl 3.9836 0.5645 -0.6667
O 1.7762 -0.6304 0.3996
C 0.8938 0.3101 0.0602
C -0.5323 -0.0788 0.3589
C -1.4896 0.9460 0.4628
C -2.8368 0.6055 0.6252
C -3.2187 -0.7476 0.7096
C -2.2380 -1.7450 0.6707
C -0.8912 -1.4246 0.5242
H 1.2094 1.3694 0.1271
H -1.1528 1.9860 0.3665
H -3.5760 1.4150 0.6458
H -4.2782 -1.0095 0.7947
H -2.5220 -2.7870 0.7211
H -0.1156 -2.1806 0.4995
N 0.9714 0.8489 -1.8284
C 0.9600 1.8767 -2.6362
N 0.9755 2.7205 -3.4748
H 1.4604 0.0674 -2.2109

Forces on the atoms, in the same order (eV/Å):
Cl -0.09 0.34 -0.05
B 0.12 0.34 -0.28
Cl -0.32 -0.24 -0.17
Cl 0.18 -0.25 0.08
O -1.14 0.77 -0.89
C 1.05 1.37 0.13
C 0.31 0.47 -0.35
C 0.05 -0.65 -0.25
C 0.18 -0.03 -0.02
C 0.32 0.49 -0.07
C -0.08 0.28 0.00
C -0.15 0.78 -0.26
H -0.34 -0.86 1.16
H -0.30 -0.44 0.00
H 0.19 -0.47 0.08
H 0.43 0.07 0.00
H -0.08 -0.04 0.11
H -0.10 0.02 -0.05
N -0.57 -1.62 0.81
C 0.17 1.55 -1.59
N -0.20 -1.48 2.01
H 0.37 -0.39 -0.40

(2)
DFT (ωB97M-V/def2-TZVPD) results for C20H12BeBrN2O3S2 as an isolated structure.

## Properties
E_HOMO: -5.814 eV
Total energy: -122178.0071 eV
Gap between HOMO and LUMO: 8.170 eV
Total charge: -1

Geometry (Å):
Be -0.0692 0.1565 -0.2018
S -3.1311 -1.9403 -2.2430
C -2.2157 -3.2116 -1.4831
C -2.3472 -4.5880 -1.6142
C -1.4670 -5.3962 -0.9146
C -0.4827 -4.8402 -0.0923
C -0.3607 -3.4713 0.0498
C -1.2333 -2.6466 -0.6554
N -1.2399 -1.2706 -0.6323
C -2.1424 -0.7536 -1.4053
C -2.2554 0.6878 -1.5444
C -3.2835 1.2988 -2.2666
C -3.3492 2.6775 -2.2961
C -2.3955 3.4165 -1.5960
C -1.3679 2.7846 -0.9087
C -1.2370 1.3923 -0.8638
H -3.1204 -5.0106 -2.2441
H -1.5451 -6.4726 -1.0077
H 0.1947 -5.4968 0.4386
H 0.3856 -3.0193 0.6927
H -4.0229 0.6988 -2.7894
H -4.1338 3.1794 -2.8493
H -2.4676 4.4989 -1.5924
H -0.6360 3.4012 -0.3935
Br 1.6123 6.8394 1.0391
C 1.3071 4.9913 1.4118
C 0.5552 4.6451 2.5222
C 0.3506 3.3008 2.7947
C 0.8589 2.3163 1.9559
C 1.6070 2.6913 0.8456
C 1.8430 4.0325 0.5725
C 0.6355 0.8549 2.3021
O 0.7763 0.5216 3.4708
O 0.2438 0.0814 1.3528
H 0.1462 5.4096 3.1694
H -0.2190 3.0080 3.6683
H 2.0278 1.9345 0.1948
H 2.4359 4.3201 -0.2855
O 3.6818 0.3740 -1.3756
S 2.5443 -0.4934 -1.7167
N 1.2135 -0.2291 -1.1742

Forces on the atoms, in the same order (eV/Å):
Be -0.13 0.36 0.23
S 0.15 0.13 0.14
C 0.05 0.14 0.04
C -0.01 -0.02 0.02
C -0.08 0.00 -0.06
C 0.01 0.02 -0.01
C 0.10 0.08 0.10
C -0.13 -0.20 -0.10
N 0.02 0.44 0.01
C -0.31 -0.59 -0.21
C 0.03 0.43 0.03
C 0.06 -0.18 0.07
C 0.03 0.08 0.03
C -0.11 -0.05 -0.06
C 0.20 0.02 0.07
C -0.20 -0.36 -0.15
H 0.05 -0.03 0.00
H 0.01 0.03 0.01
H -0.01 0.03 0.02
H -0.02 -0.02 -0.04
H -0.02 0.03 0.00
H -0.01 -0.01 0.02
H 0.06 0.00 -0.01
H -0.08 0.00 -0.04
Br -0.02 -0.07 0.01
C -0.02 0.07 0.00
C 0.00 -0.02 -0.01
C -0.09 0.01 0.04
C 0.21 -0.08 -0.12
C 0.03 -0.05 0.04
C 0.06 0.00 -0.02
C -0.45 0.19 0.16
O 0.03 -0.07 -0.12
O 0.26 -0.21 0.12
H 0.01 0.00 -0.03
H 0.06 -0.03 -0.02
H -0.02 -0.02 -0.04
H -0.01 0.00 0.02
O -0.05 -0.10 -0.04
S -0.11 0.34 0.10
N 0.46 -0.28 -0.21

(3)
DFT (ωB97M-V/def2-TZVPD) results for C39H53N12O4PS3Tl as an isolated structure at a distorted geometry.

## Properties
E_HOMO (spin up / spin down): 0.958 / -2.589 eV
Total energy: -113851.9834 eV
2S+1: 2
Gap between HOMO and LUMO (spin up / spin down): 1.593 / 5.126 eV
Total charge: -2
⟨S²⟩: 0.78

Geometry (Å):
Tl 0.1723 0.5219 1.7381
O 0.9346 0.9228 4.5632
N 1.7466 1.2719 5.5761
C 2.3236 2.4591 5.6676
C 3.3576 2.7209 6.6213
C 3.6811 1.8081 7.6133
C 3.1102 0.5101 7.4164
C 2.2191 0.1665 6.2863
S 1.7002 -1.3430 5.7594
H 1.9493 3.1730 4.9191
H 3.8902 3.6768 6.5021
H 4.4210 2.0676 8.3666
H 3.2374 -0.3802 8.0553
C -2.4321 -1.4530 3.1677
C -3.4899 -1.0935 2.2088
N -3.3782 -0.3007 1.1363
C -4.6145 -0.2331 0.5565
C -5.5388 -0.9154 1.2836
N -4.9173 -1.4329 2.4399
C -5.4927 -2.5589 3.2119
N -6.6604 -2.0694 4.1080
N -7.9579 -2.1911 3.6703
N -8.7251 -1.6028 4.5156
C -7.9392 -0.9922 5.5041
C -8.2938 0.0454 6.3748
C -7.2027 0.7986 6.8450
C -5.8313 0.4760 6.6131
C -5.4985 -0.6152 5.8833
C -6.5918 -1.3377 5.2856
H -2.8027 -1.7026 4.1967
H -1.7236 -0.6195 3.2680
H -1.8701 -2.3450 2.8347
H -4.5907 0.0283 -0.5173
H -6.6044 -1.0395 1.0551
H -4.8250 -3.0621 3.8864
H -5.9406 -3.2404 2.4848
H -9.3555 0.1866 6.5808
H -7.2540 1.7716 7.3291
H -5.0482 1.1345 7.0025
H -4.4360 -0.8589 5.7039
C 6.3352 -1.7195 -1.5947
N 5.0606 -2.2610 -2.1541
C 4.8723 -1.6841 -3.4627
N 4.9594 -0.2061 -3.5568
C 6.1873 0.2458 -2.8992
N 6.3889 -0.2259 -1.5308
C 5.3972 0.2952 -0.6041
P 3.7314 -0.1511 -1.2821
C 3.9850 -1.9649 -1.2375
C 3.7663 0.3951 -3.0310
H 7.1983 -2.0757 -2.2316
H 6.4757 -2.1458 -0.6041
H 3.9100 -2.0573 -3.8926
H 5.7249 -2.0384 -4.0855
H 6.2463 1.3388 -2.9246
H 6.9761 -0.2092 -3.5417
H 5.4453 1.3935 -0.5293
H 5.4323 -0.0954 0.4052
H 3.0685 -2.5023 -1.5070
H 4.2341 -2.3211 -0.2371
H 3.8178 1.4939 -3.0092
H 2.8275 0.0972 -3.5628
O 6.0865 9.4940 1.1729
C 6.1689 8.5816 0.1540
O 7.2183 8.5395 -0.4730
C 5.0107 7.6926 -0.1038
C 3.9875 7.4583 0.8463
C 3.3419 6.2587 0.8332
C 3.4848 5.3912 -0.2713
S 2.5829 4.0395 -0.5273
C 4.6096 5.5986 -1.2178
C 5.2063 6.7989 -1.2001
H 5.1779 9.7108 1.4329
H 3.7742 8.2008 1.6414
H 2.7742 5.9200 1.7208
H 4.8936 4.7529 -1.8186
H 5.9547 7.0662 -1.9479
C -0.7776 3.1327 -6.1375
N -1.9930 2.2519 -6.4721
C -3.1439 3.0464 -7.0222
C -2.3433 1.4384 -5.3771
S -3.1338 2.4627 -4.0716
N -2.0211 0.1518 -5.2179
C -2.4722 -0.6876 -4.1307
C -1.6122 -0.6747 -6.3878
H 0.2126 2.6242 -6.1622
H -0.9673 3.6852 -5.0944
H -1.0269 3.9252 -6.9169
H -3.9548 2.3330 -7.2340
H -2.7833 3.4517 -7.9508
H -3.5165 3.8639 -6.4160
H -3.5170 -0.4871 -3.7840
H -1.7990 -0.5582 -3.2465
H -2.3959 -1.7454 -4.4619
H -1.3911 -0.0822 -7.2683
H -2.5005 -1.2697 -6.6454
H -0.7415 -1.2766 -6.1040
O -3.3612 3.9745 -4.5847
C -2.7994 -7.6065 -1.4358
C -1.3532 -7.1388 -1.2024
C -0.9204 -7.7398 0.1527
C -0.4627 -7.6819 -2.3458
C -1.2963 -5.6754 -1.2348
N -1.2918 -4.5385 -1.4463
H -2.9762 -8.4895 -0.8128
H -2.9924 -7.8565 -2.5026
H -3.5759 -6.8889 -1.0895
H -0.9206 -8.8320 0.0141
H -1.6190 -7.5836 0.9750
H 0.0943 -7.4607 0.4912
H -0.4653 -8.7671 -2.1972
H 0.6063 -7.3784 -2.2309
H -0.8284 -7.3803 -3.3313

Forces on the atoms, in the same order (eV/Å):
Tl 0.40 0.30 0.68
O -0.03 1.84 0.07
N -0.14 -2.32 -1.60
C 1.31 1.09 0.78
C -1.26 1.25 -1.52
C -1.01 -2.43 -1.35
C -0.71 -0.08 -0.41
C 0.86 1.19 1.56
S 0.47 -0.50 0.76
H 0.47 -0.28 0.49
H -0.50 -0.41 0.32
H -0.24 -0.35 0.00
H 0.42 0.82 -0.15
C 0.48 -0.66 0.96
C -3.47 1.01 -0.27
N 0.80 -1.83 2.05
C 0.37 -0.62 -1.05
C -0.51 -0.22 0.56
N 2.74 0.48 -2.02
C -3.09 2.01 1.09
N 2.43 -0.70 -0.64
N 0.65 -1.46 -1.23
N 0.24 1.53 1.91
C -0.36 -1.34 -1.75
C -0.03 0.25 0.81
C 1.73 0.67 0.25
C -2.19 1.89 1.49
C 0.66 -3.09 -1.84
C 0.77 1.08 -1.22
H 0.17 0.43 -0.97
H -0.22 -0.26 0.20
H -0.13 0.36 0.03
H -0.78 0.45 0.99
H 0.60 -0.15 0.47
H 0.79 0.10 -0.10
H -0.01 -0.08 0.38
H 0.41 0.48 0.03
H -0.82 -0.19 0.26
H -0.39 -0.17 -0.09
H -0.73 -0.01 -0.10
C 0.33 0.12 -0.69
N 1.83 -0.54 0.24
C 0.60 -0.03 -1.24
N 0.08 -0.68 -1.20
C 0.33 -0.40 -0.60
N 1.05 -1.50 -0.11
C -1.05 0.75 -1.47
P -3.30 1.38 3.46
C -0.43 0.29 -0.91
C -0.15 -0.30 0.94
H -0.95 0.44 0.47
H -0.05 0.13 0.15
H 0.68 0.46 0.22
H -0.62 -0.07 0.22
H -0.04 -0.16 -0.07
H -0.07 0.55 0.62
H 0.17 -0.30 -0.07
H 0.39 -0.31 0.11
H 0.08 0.07 -0.21
H 0.06 0.30 0.11
H -0.02 -0.23 -0.09
H 0.84 0.13 0.30
O -0.02 0.42 0.22
C -0.26 0.12 -1.06
O -0.76 0.09 0.74
C 0.29 0.96 -0.25
C 1.38 0.61 0.09
C -0.88 -0.31 0.42
C 2.50 -0.14 -0.65
S -1.37 -1.87 0.03
C -2.27 0.12 1.57
C 1.17 0.62 0.47
H 0.21 -0.53 -0.26
H 0.40 -0.70 -0.27
H -0.18 0.38 -0.95
H -0.23 0.13 -0.58
H 0.08 -0.13 0.44
C -2.53 1.75 0.73
N 1.02 -0.66 0.26
C 0.20 -0.99 -0.46
C -1.36 3.07 2.40
S -0.11 0.59 -1.58
N 0.04 0.09 -1.92
C 0.04 -0.21 1.55
C -0.43 0.46 0.18
H -0.95 0.34 -0.31
H 0.60 -1.32 -2.16
H 1.66 -0.72 0.91
H 0.23 0.26 0.00
H 0.11 0.01 -0.66
H 0.14 -0.28 0.14
H 0.74 0.09 -0.50
H -0.56 -0.11 -0.58
H -0.12 0.76 0.34
H 0.19 0.37 0.22
H 0.49 -0.30 0.06
H -0.35 -0.03 -0.15
O 0.93 -3.17 1.58
C -1.11 0.04 -0.15
C -0.01 -0.27 0.26
C 0.75 -0.51 0.09
C 0.89 -0.07 0.84
C -0.07 1.10 -0.51
N 0.08 -0.88 0.38
H 0.05 -0.11 -0.40
H 0.08 0.23 0.72
H 0.68 -0.21 -0.34
H 0.14 0.24 -0.02
H -0.07 0.48 -0.18
H -0.48 0.10 -0.29
H -0.12 0.04 -0.54
H -0.84 0.02 -0.08
H 0.05 -0.16 0.21

Question: Number 1 is which compound?
Answer: C8H7BCl3N2O

Question: Which formula does entry 1 have?
Answer: C8H7BCl3N2O

Question: total charge of number 3 (C39H53N12O4PS3Tl)?
Answer: -2

Question: Among the records above, which one has the lowest total energy?
Answer: C20H12BeBrN2O3S2